Model one:
Formula: C7H14N
Source: OMol25
Level of theory: ωB97M-V/def2-TZVPD

XYZ file:
```
22
Properties=species:S:1:pos:R:3:lowdin_charge:R:1
C -1.430 -1.251 -2.248 0.03
C -0.532 -1.473 -1.408 -0.14
C 1.003 0.830 -1.664 -0.05
C 0.200 1.751 -0.685 -0.07
C -0.292 0.559 0.013 -0.14
C -1.113 0.369 1.199 0.01
C 0.448 -0.420 -0.787 -0.19
N 1.116 -0.332 3.072 0.01
H -1.913 -2.112 -2.699 0.09
H -1.923 -0.295 -2.369 0.09
H -0.137 -2.470 -1.037 0.14
H 0.596 0.924 -2.631 0.08
H 2.140 0.837 -1.898 0.15
H 0.787 2.352 0.043 0.16
H -0.596 2.422 -1.057 0.15
H -1.647 -0.567 1.241 0.10
H -1.799 1.178 1.422 0.10
H -0.235 0.468 2.024 0.14
H 1.191 -1.052 -0.308 0.15
H 1.611 0.185 3.772 0.03
H 1.816 -0.653 2.460 0.01
H 0.709 -1.251 3.545 0.12
```

Results
net charge = +1
2S+1 = 1

Model two:
Formula: C7H14N
Source: OMol25
Level of theory: ωB97M-V/def2-TZVPD

XYZ file:
```
22
Properties=species:S:1:pos:R:3:lowdin_charge:R:1
C -1.905 -0.534 -0.577 -0.15
C -0.428 -1.221 -0.321 -0.13
C 0.262 -0.510 0.733 -0.35
C 1.519 0.082 0.764 -0.07
C 2.587 0.393 -0.225 -0.19
C 2.404 1.298 -1.233 -0.02
C -0.322 -0.491 2.128 -0.07
N -1.960 0.837 -1.127 0.16
H -2.520 -0.903 0.364 0.17
H -2.521 -1.095 -1.264 0.11
H -0.481 -2.375 -0.192 0.16
H 0.397 -1.256 -1.093 0.13
H 1.955 0.430 1.745 0.13
H 3.480 -0.242 -0.126 0.11
H 3.350 1.817 -1.859 0.12
H 1.404 1.828 -1.440 0.05
H -1.256 -0.159 2.106 0.00
H -0.289 -1.577 2.489 0.12
H 0.242 0.125 2.885 0.11
H -2.957 1.148 -1.111 0.18
H -1.681 0.864 -2.111 0.17
H -1.280 1.542 -0.533 0.25
```

Results
net charge = +1
2S+1 = 1
SMILES = C=C/C=C(/C)CC[NH3+]

The most stable arrangement is model one, and the next structure is 0.167 eV less stable.

Model one:
Formula: C3H4N4O
Source: OMol25
Level of theory: ωB97M-V/def2-TZVPD

XYZ file:
```
12
Properties=species:S:1:pos:R:3:lowdin_charge:R:1
C 0.632 1.450 -1.321 -0.13
C -0.003 -0.162 0.275 -0.46
C 0.296 -1.548 0.784 -0.08
H -0.453 1.827 -1.344 0.09
H 1.177 1.100 -2.252 0.08
H 1.449 2.310 -1.170 0.10
H 1.228 -1.799 0.205 0.15
N 0.976 0.460 -0.259 0.04
N -0.407 -2.081 1.676 0.12
N -1.996 -0.468 1.061 0.03
N -1.268 0.199 0.232 0.11
O -1.632 -1.288 2.112 -0.06
```

Results
2S+1 = 1
SMILES = C/N=c1/cnonn1

Model two:
Formula: C3H4N4O
Source: OMol25
Level of theory: ωB97M-V/def2-TZVPD

XYZ file:
```
12
Properties=species:S:1:pos:R:3:lowdin_charge:R:1
C -0.027 -0.641 -2.598 -0.02
C -0.243 -1.110 0.892 -0.10
C 0.318 0.954 1.138 -0.49
H -0.114 -1.217 -3.520 0.07
H 0.398 0.342 -2.673 0.06
H -0.241 -2.238 0.997 0.15
H -0.587 1.379 -0.709 0.13
N -0.366 -1.288 -1.545 0.02
N -0.472 -0.588 -0.382 -0.16
N 0.079 -0.248 1.789 0.14
N 0.023 0.725 -0.290 0.12
O 0.676 2.039 1.539 0.08
```

Results
2S+1 = 1
SMILES = C=Nn1cnc(=O)[nH]1

The most stable arrangement is model two, and the next structure is 4.590 eV less stable.

Model one:
Formula: C3H4N4O
Source: OMol25
Level of theory: ωB97M-V/def2-TZVPD

XYZ file:
```
12
Properties=species:S:1:pos:R:3:lowdin_charge:R:1
C 1.123 -0.118 -0.213 -0.47
C -0.492 -1.609 0.275 -0.21
C -1.090 0.632 0.125 -0.47
H 2.309 1.139 -0.582 0.13
H -0.891 -2.590 0.341 0.10
H -2.645 1.410 0.647 0.05
H 0.431 1.902 -0.221 0.18
N 0.773 -1.349 0.040 0.14
N -1.460 -0.717 0.413 0.11
N -1.804 1.668 0.134 0.11
N 0.285 0.880 -0.165 0.17
O 2.375 0.168 -0.533 0.15
```

Results
2S+1 = 1
SMILES = [H]/N=c1\ncnc(O)[nH]1

Model two:
Formula: C3H4N4O
Source: OMol25
Level of theory: ωB97M-V/def2-TZVPD

XYZ file:
```
12
Properties=species:S:1:pos:R:3:lowdin_charge:R:1
C -0.986 0.999 -1.403 -0.36
C -0.901 0.053 0.733 -0.13
C 1.487 -0.699 0.000 -0.17
H -2.250 0.922 -1.226 0.17
H -2.008 0.463 0.660 0.15
H 1.706 -1.105 2.095 0.20
H 2.308 -1.411 -0.114 0.13
N -0.317 0.328 -0.505 -0.09
N -0.231 -0.503 1.687 0.02
N 1.037 -0.495 1.368 -0.09
N 0.867 -0.220 -0.904 0.13
O -0.713 1.669 -2.390 0.04
```

Results
2S+1 = 1
SMILES = O=CN1C=NNC=N1

Model three:
Formula: C3H4N4O
Source: OMol25
Level of theory: ωB97M-V/def2-TZVPD

XYZ file:
```
12
Properties=species:S:1:pos:R:3:lowdin_charge:R:1
C -2.322 -0.283 -0.027 -0.06
C 0.975 1.363 -0.076 -0.14
C 1.183 -0.640 0.207 -0.51
H -2.090 0.972 -0.040 0.14
H -3.402 -0.357 -0.543 0.10
H 1.232 2.362 0.015 0.12
H 2.747 -1.505 -0.197 0.15
N -1.323 -1.116 -0.092 0.05
N -0.253 -0.419 0.522 -0.04
N 1.921 0.445 -0.169 0.14
N 1.610 -1.888 0.086 0.10
O -0.279 1.066 0.314 -0.06
```

Results
2S+1 = 1

Model four:
Formula: C3H4N4O
Source: OMol25
Level of theory: ωB97M-V/def2-TZVPD

XYZ file:
```
12
Properties=species:S:1:pos:R:3:lowdin_charge:R:1
C 0.356 0.617 -0.801 -0.15
C -0.172 -0.243 0.129 -0.39
C -1.105 -1.975 1.019 -0.16
H 2.319 0.899 -2.610 0.16
H 2.533 2.621 -2.118 0.02
H 0.427 0.100 -1.734 0.10
H -1.686 -2.897 0.760 0.13
N 1.784 1.929 -2.191 -0.07
N 0.958 1.804 -0.744 0.09
N -0.547 -1.448 -0.165 0.12
N -1.137 -1.137 2.076 0.15
O -0.684 0.106 1.349 -0.01
```

Results
2S+1 = 1
SMILES = N/N=C/c1ncno1

The most stable arrangement is model one, and the next structure is 3.891 eV less stable.

Model one:
Formula: C3H4N4O
Source: OMol25
Level of theory: ωB97M-V/def2-TZVPD

XYZ file:
```
12
Properties=species:S:1:pos:R:3:lowdin_charge:R:1
C 0.393 -1.126 -0.215 -0.32
C 0.561 -0.121 -1.031 0.04
C -0.151 1.145 -0.573 -0.44
H 1.087 -2.957 1.228 0.37
H 1.106 -0.078 -1.954 0.11
H 0.593 2.506 -1.795 0.02
H -0.326 -1.414 1.867 0.08
N -0.107 2.345 -1.104 0.12
N -1.020 1.187 0.451 0.04
N -0.908 0.290 1.353 0.01
N -0.429 -0.920 1.035 0.04
O 1.247 -2.221 -0.074 -0.08
```

Results
2S+1 = 1

Model two:
Formula: C3H4N4O
Source: OMol25
Level of theory: ωB97M-V/def2-TZVPD

XYZ file:
```
12
Properties=species:S:1:pos:R:3:lowdin_charge:R:1
C -2.051 -0.629 -0.424 -0.38
C 0.123 -0.230 0.222 -0.48
C 1.231 -0.552 0.994 -0.11
H -1.422 0.680 -1.641 0.05
H -3.158 -1.092 0.210 0.16
H -1.309 -1.317 1.631 0.32
H 1.318 -1.268 1.695 0.10
N -2.204 0.172 -1.278 0.13
N -0.848 -1.113 0.272 0.05
N 2.098 0.216 0.624 0.06
N 0.299 0.899 -0.436 0.14
O 1.666 1.280 -0.115 -0.04
```

Results
2S+1 = 1

Model three:
Formula: C3H4N4O
Source: OMol25
Level of theory: ωB97M-V/def2-TZVPD

XYZ file:
```
12
Properties=species:S:1:pos:R:3:lowdin_charge:R:1
C -2.482 -0.125 0.222 0.02
C 1.010 -1.496 0.018 -0.17
C 0.965 0.635 0.064 -0.44
H -3.468 0.382 0.214 0.07
H -2.187 -1.140 0.518 0.07
H 1.182 -2.568 -0.321 0.17
H 0.699 2.490 -0.213 0.04
N -1.555 0.842 -0.066 0.09
N -0.342 0.164 -0.249 -0.15
N 1.781 -0.524 0.280 0.17
N 1.384 1.796 -0.002 0.16
O -0.256 -1.149 -0.220 -0.03
```

Results
2S+1 = 1
SMILES = [H]/N=c1/ncon1N=C

The most stable arrangement is model three, and the next structure is 2.075 eV less stable.